C10H14MnNO9PS as an isolated structure, computed with ωB97M-V/def2-TZVPD.

Energy above the lowest of the compared OMol25 structures with the same formula, charge and spin in kcal per mole: 12.3
Multiplicity: 2
Expectation value of S²: 0.993
Charge: 0
LUMO level (alpha / beta) in eV: -0.770 / -0.786
Orbital gap (alpha / beta) in eV: 7.796 / 7.096
HOMO (alpha / beta) in eV: -8.5663 / -7.8820

Structure (XYZ):
```
37
C10H14MnNO9PS | OMol25 | ωB97M-V/def2-TZVPD
Mn -0.03 0.20 0.62
O 0.26 -3.36 1.40
C 0.44 -2.40 0.65
O -0.47 -1.71 0.07
C 1.83 -1.82 0.46
C 3.05 -2.47 0.52
C 4.21 -1.71 0.43
C 4.12 -0.32 0.34
C 2.87 0.25 0.31
N 1.77 -0.49 0.33
C 2.49 1.70 0.39
O 3.44 2.63 0.24
O 1.34 2.02 0.59
H -1.04 -2.47 2.32
H 3.08 -3.54 0.66
H 5.18 -2.18 0.47
H 5.03 0.27 0.33
H 4.29 2.23 0.04
O -1.65 -1.91 2.89
S -1.33 -0.38 2.84
O -1.82 0.16 4.06
O 0.14 -0.28 2.61
O -1.92 0.21 1.61
C -2.16 1.52 -3.30
P -2.01 1.02 -1.58
C -2.81 2.30 -0.61
C -2.95 -0.48 -1.35
O -0.55 0.85 -1.24
H -3.21 1.66 -3.58
H -1.72 0.75 -3.94
H -1.62 2.45 -3.44
H -3.84 2.41 -0.96
H -2.28 3.24 -0.75
H -2.80 2.03 0.44
H -3.99 -0.36 -1.64
H -2.88 -0.76 -0.30
H -2.48 -1.28 -1.93
```

---

A 7-piece molecular cluster, C38H85N2O20P5 overall at a distorted geometry, computed with ωB97M-V/def2-TZVPD.

Energy above the lowest of the compared OMol25 structures with the same formula, charge and spin in kcal per mole: 0.0
Multiplicity: 1
Charge: 0
LUMO level in eV: 0.103
Orbital gap in eV: 8.255
HOMO in eV: -8.1530

Structure (XYZ):
```
150
C38H85N2O20P5 | OMol25 | ωB97M-V/def2-TZVPD
C 24.31 25.76 4.95
C 24.29 24.23 5.04
O 23.35 23.52 4.21
P 23.30 23.73 2.59
O 22.45 22.68 1.91
O 24.81 23.76 2.15
C 25.43 22.63 1.68
C 26.08 21.85 2.88
O 22.88 25.22 2.35
C 22.00 25.65 1.34
C 22.41 27.03 0.90
H 25.01 26.12 5.71
H 24.79 25.99 4.00
H 23.33 26.20 5.12
H 25.32 23.93 4.82
H 24.08 23.88 6.05
H 24.66 22.02 1.22
H 26.19 22.83 0.92
H 26.83 22.36 3.47
H 25.41 21.58 3.69
H 26.47 20.87 2.59
H 22.12 24.94 0.52
H 20.98 25.66 1.73
H 22.17 27.74 1.69
H 23.50 27.01 0.92
H 22.18 27.40 -0.10
C 22.52 10.37 -7.13
C 22.29 9.22 -6.14
O 21.43 9.79 -5.15
P 20.83 8.86 -3.90
O 20.35 7.52 -4.35
O 22.02 8.85 -2.82
C 21.79 8.34 -1.53
C 22.93 8.46 -0.54
O 19.69 9.87 -3.32
C 18.43 10.05 -4.03
C 18.43 11.46 -4.55
H 21.66 10.76 -7.67
H 22.83 11.24 -6.55
H 23.29 10.11 -7.86
H 21.74 8.43 -6.66
H 23.20 8.85 -5.68
H 20.93 8.88 -1.14
H 21.46 7.30 -1.57
H 22.93 9.40 0.02
H 22.98 7.74 0.28
H 23.87 8.37 -1.08
H 18.27 9.26 -4.77
H 17.70 9.96 -3.23
H 17.46 11.78 -4.94
H 18.81 12.23 -3.87
H 19.17 11.60 -5.34
C 26.33 13.07 5.41
C 24.94 13.56 5.11
O 24.03 12.90 6.01
P 23.79 13.48 7.48
O 24.87 13.33 8.50
O 23.29 14.98 7.25
C 22.08 15.20 6.65
C 22.08 16.63 6.20
O 22.45 12.76 8.02
C 22.16 11.35 7.86
C 21.43 10.96 6.62
H 26.37 11.98 5.40
H 27.07 13.47 4.73
H 26.60 13.37 6.42
H 24.89 14.65 5.03
H 24.72 13.12 4.14
H 22.05 14.68 5.70
H 21.14 14.92 7.14
H 21.34 16.78 5.41
H 21.99 17.35 7.01
H 23.05 16.88 5.77
H 23.15 10.92 7.76
H 21.72 10.88 8.74
H 21.41 9.87 6.57
H 20.41 11.36 6.59
H 21.92 11.35 5.74
C 20.79 25.82 -6.48
C 20.07 24.77 -7.29
O 20.76 23.55 -7.01
P 20.62 22.84 -5.56
O 19.31 23.02 -4.83
O 21.09 21.30 -5.85
C 20.98 20.31 -4.87
C 21.46 18.95 -5.49
O 21.92 23.47 -4.79
C 23.19 23.40 -5.35
C 24.19 24.09 -4.48
H 20.26 26.77 -6.48
H 20.91 25.63 -5.42
H 21.81 26.01 -6.82
H 19.02 24.63 -7.05
H 20.08 24.90 -8.37
H 21.65 20.66 -4.09
H 19.98 20.13 -4.47
H 20.73 18.58 -6.21
H 22.38 19.03 -6.06
H 21.62 18.19 -4.73
H 23.55 22.38 -5.45
H 23.15 23.81 -6.37
H 24.02 23.97 -3.41
H 25.18 23.69 -4.70
H 24.16 25.15 -4.71
C 15.79 23.05 3.42
C 15.17 21.94 2.51
O 14.09 22.52 1.73
P 12.68 21.79 1.58
O 11.96 21.57 2.89
O 12.86 20.46 0.67
C 13.49 20.47 -0.55
C 13.48 19.02 -1.17
O 11.86 22.83 0.64
C 11.65 24.16 1.07
C 10.46 24.90 0.44
H 15.02 23.23 4.17
H 16.67 22.75 3.99
H 15.98 23.83 2.68
H 16.00 21.48 1.97
H 14.78 21.11 3.10
H 13.08 21.22 -1.22
H 14.51 20.81 -0.39
H 14.17 18.34 -0.68
H 12.47 18.63 -0.99
H 13.75 18.97 -2.23
H 11.55 24.13 2.16
H 12.58 24.71 0.91
H 10.65 25.19 -0.59
H 9.50 24.38 0.47
H 10.44 25.89 0.89
N 13.41 16.30 5.23
C 13.66 15.85 6.56
C 14.61 14.85 6.45
C 15.00 14.64 5.11
C 14.24 15.52 4.42
H 12.83 17.06 4.90
H 13.13 16.30 7.39
H 15.12 14.35 7.26
H 15.66 13.88 4.71
H 14.25 15.75 3.36
N 20.55 16.76 0.66
C 21.52 15.80 0.60
C 20.93 14.60 0.27
C 19.58 14.87 0.29
C 19.32 16.19 0.46
H 20.67 17.74 0.85
H 22.56 16.07 0.75
H 21.45 13.66 0.12
H 18.82 14.12 0.13
H 18.41 16.76 0.54
```

---

Number 1 is which compound? C10H14MnNO9PS